68
Properties=species:S:1:pos:R:3:forces:R:3:nbo_charge:R:1 method="wB97M-V/def2-TZVPD" s2=0.78 homo_lumo_gap_ev="7.4910 / 6.8670" max_force_ev_per_a=0.461 spin_multiplicity=2 relative_energy_kcal_mol=28.7
Ti -0.847 1.371 0.098 -0.1 -0.4 0.3 1.5840
O -1.729 2.490 3.871 -0.1 0.1 0.0 -0.5574
C -1.042 2.008 3.013 0.1 -0.1 0.0 0.8108
O -1.514 1.558 1.848 0.1 0.1 -0.1 -0.8144
C 0.457 1.803 3.165 0.0 0.0 -0.1 -0.3388
C 0.837 0.392 2.680 0.0 0.0 0.0 0.1020
C 2.215 0.015 3.207 0.0 0.0 0.0 -0.4346
C 3.132 0.899 2.329 0.0 0.0 0.0 -0.4293
C 2.125 1.626 1.447 0.0 0.0 0.1 0.0888
O 1.082 0.626 1.259 -0.1 0.1 -0.1 -0.5524
C 1.348 2.695 2.217 -0.1 -0.1 0.0 -0.3416
C 0.505 3.518 1.244 0.1 -0.1 -0.1 0.7898
O 0.004 4.575 1.566 0.0 0.1 0.0 -0.6259
O 0.348 2.956 0.061 -0.3 0.1 0.1 -0.8155
H 0.709 1.965 4.209 0.0 0.0 0.0 0.2466
H 0.064 -0.363 2.786 0.0 0.0 0.0 0.2468
H 2.302 0.232 4.270 0.0 0.0 0.0 0.2195
H 2.406 -1.045 3.053 0.0 0.0 0.0 0.2402
H 3.738 1.599 2.904 0.0 0.0 0.0 0.2200
H 3.800 0.293 1.718 0.0 0.0 0.0 0.2247
H 2.490 1.948 0.478 0.0 0.0 0.0 0.2353
H 1.973 3.369 2.799 0.0 0.0 0.0 0.2504
N -3.113 4.170 0.961 0.0 0.0 0.1 -0.6197
N -2.536 4.529 -0.258 0.0 0.1 0.0 -0.4132
C -2.221 3.571 -1.143 -0.1 0.0 0.1 0.6572
N -1.665 3.951 -2.298 0.0 -0.1 -0.1 -0.7668
N -2.525 2.301 -0.821 0.3 0.1 0.0 -0.5045
N -2.063 1.325 -1.728 0.0 0.0 -0.1 0.3985
O -2.830 0.573 -2.308 0.0 0.0 0.0 -0.3104
O -0.757 1.427 -1.997 0.0 0.1 0.1 -0.5867
H -3.827 4.845 1.196 0.0 0.0 0.0 0.3658
H -2.404 4.137 1.688 -0.1 0.0 0.0 0.3828
H -1.929 5.338 -0.264 0.0 0.0 0.0 0.3895
H -1.390 4.914 -2.393 0.0 0.0 0.0 0.4025
H -1.084 3.260 -2.757 0.0 0.0 0.0 0.4395
C -2.975 -1.575 0.392 0.0 0.0 -0.1 -1.0646
Ge -1.105 -1.266 -0.133 0.0 0.3 0.0 0.9875
C -0.028 -2.505 0.961 0.0 -0.1 0.1 -0.3285
C -0.689 -3.469 1.725 0.1 0.0 0.1 -0.2449
C 0.016 -4.427 2.445 0.0 0.0 0.0 -0.2119
C 1.402 -4.448 2.404 0.0 0.0 0.0 -0.2199
C 2.075 -3.505 1.640 0.0 0.1 0.0 -0.2146
C 1.367 -2.541 0.933 0.0 -0.1 0.0 -0.2447
C -0.827 -1.890 -1.977 0.0 0.0 0.0 -0.3938
C -1.775 -2.673 -2.581 0.1 0.0 -0.1 -0.2009
C -1.583 -3.193 -3.882 0.0 0.0 0.1 -0.2093
C -0.439 -2.918 -4.569 0.0 0.0 0.0 -0.1771
C 0.560 -2.093 -3.998 0.0 0.0 0.1 -0.0874
C 1.745 -1.771 -4.708 0.0 0.0 0.0 -0.1845
C 2.689 -0.949 -4.165 0.0 0.0 0.0 -0.2067
C 2.486 -0.399 -2.880 0.0 0.0 0.0 -0.2277
C 1.359 -0.701 -2.174 0.0 -0.1 0.0 -0.1880
C 0.362 -1.567 -2.696 0.0 0.0 -0.1 0.0246
H -3.371 -2.508 -0.014 0.0 0.0 0.0 0.2249
H -3.600 -0.754 0.041 0.0 0.0 0.0 0.2430
H -3.044 -1.611 1.480 0.0 0.0 0.0 0.2318
H -1.771 -3.483 1.762 0.0 0.0 0.0 0.2109
H -0.522 -5.163 3.031 0.0 0.0 0.0 0.2117
H 1.954 -5.198 2.955 0.0 0.0 0.0 0.2117
H 3.158 -3.521 1.591 0.0 0.0 0.0 0.2084
H 1.920 -1.819 0.344 0.0 0.0 0.0 0.2121
H -2.698 -2.908 -2.064 0.0 0.0 0.0 0.2064
H -2.352 -3.814 -4.325 0.0 0.0 0.0 0.2110
H -0.281 -3.316 -5.565 0.0 0.0 0.0 0.2066
H 1.884 -2.188 -5.699 0.0 0.0 0.0 0.2084
H 3.587 -0.710 -4.719 0.0 0.0 0.0 0.2096
H 3.229 0.269 -2.460 0.0 0.0 0.0 0.2062
H 1.206 -0.258 -1.196 0.0 -0.1 0.0 0.2061